Computed, not measured: a structure of composition C15H36NO6S3V in a non-equilibrium geometry, with the ωB97M-V functional and the def2-TZVPD basis.

```
! wB97M-V def2-TZVPD RIJCOSX def2/J DEFGRID3
* xyz 0 1
V 10.724 8.480 1.474
S 9.209 11.047 3.279
S 13.230 10.911 0.863
S 11.385 7.072 4.482
O 9.432 7.563 1.750
O 10.463 8.919 -0.611
O 9.531 10.248 2.058
O 10.978 8.395 3.896
O 12.074 7.617 1.578
O 12.063 10.362 1.614
N 9.500 8.103 -1.199
C 9.921 6.037 4.329
C 8.351 8.840 -1.706
C 14.667 9.866 1.138
C 7.798 6.711 -2.971
C 12.948 10.543 -0.864
C 11.300 7.340 6.253
C 8.267 10.014 4.407
C 7.852 9.798 -0.614
C 7.929 12.166 2.681
C 10.046 6.922 -1.824
C 11.005 7.219 -2.991
C 7.273 7.851 -2.101
C 10.858 6.030 -0.873
C 8.714 9.726 -2.926
C 8.929 5.966 -2.257
H 6.354 8.250 -2.537
H 11.200 5.149 -1.426
H 10.072 5.453 3.416
H 10.315 5.738 0.025
H 12.179 11.255 -1.161
H 9.052 6.652 4.110
H 9.540 10.417 -2.763
H 10.340 7.761 6.558
H 7.073 10.396 -1.102
H 13.861 10.634 -1.453
H 8.656 10.502 -0.412
H 6.912 7.356 -1.186
H 11.485 6.304 -3.345
H 8.286 12.606 1.759
H 12.082 8.022 6.569
H 11.788 7.901 -2.648
H 9.327 5.284 -3.014
H 14.963 9.945 2.185
H 11.822 6.415 -0.529
H 7.444 9.269 0.243
H 6.990 11.621 2.560
H 12.542 9.550 -1.070
H 14.482 8.802 0.986
H 15.500 10.226 0.535
H 8.424 5.372 -1.493
H 7.214 9.953 4.128
H 11.334 6.326 6.655
H 6.963 6.059 -3.236
H 9.785 5.248 5.069
H 8.214 10.606 5.328
H 8.777 9.068 4.533
H 9.009 9.097 -3.768
H 8.165 7.156 -3.904
H 7.804 10.244 -3.241
H 10.591 7.729 -3.864
H 7.677 12.839 3.504
*
```

Results
Energy above the lowest of the compared OMol25 structures with the same formula, charge and spin, kcal/mol: 6.32
Gap between HOMO and LUMO, eV: 6.4
Electronic energy, a.u.: -3237.78281

Computed, not measured: the molecule C4H12N2O in a non-equilibrium geometry, with the ωB97M-V functional and the def2-TZVPD basis.

```
! wB97M-V def2-TZVPD RIJCOSX def2/J DEFGRID3
* xyz 0 1
O 1.111 -1.081 2.775
N -0.342 1.450 -2.749
N -0.944 -1.446 0.850
C -0.190 0.330 -1.857
C 0.802 -0.059 1.850
C -0.352 0.628 -0.321
C 0.163 -0.484 0.507
H -1.189 -1.883 -0.033
H 0.698 -0.312 -1.945
H -0.835 2.228 -2.324
H -1.354 1.021 -0.172
H 0.096 0.576 2.421
H 0.950 -1.134 0.067
H 0.486 1.915 -3.106
H -0.573 -2.129 1.495
H 0.471 -1.222 3.449
H -0.973 -0.367 -2.199
H 1.756 0.393 1.578
H 0.218 1.575 -0.282
*
```

Results
Energy above the lowest of the compared OMol25 structures with the same formula, charge and spin, kcal/mol: 46.74
Gap between HOMO and LUMO, eV: 10.1
Electronic energy, a.u.: -344.31054

Computed, not measured: a cluster of 7 separate species, C33H55BrN4O20P in total in a non-equilibrium geometry, with the ωB97M-V functional and the def2-TZVPD basis.

```
! wB97M-V def2-TZVPD RIJCOSX def2/J DEFGRID3
* xyz 1 1
Br 1.551 2.867 3.457
P -0.458 3.794 3.359
O -0.916 3.566 1.798
O -0.386 -5.803 -0.895
O -3.734 -8.006 -3.424
O 0.227 5.968 -4.713
O 4.099 5.106 -1.925
O -2.534 -9.760 -4.155
O -2.167 -4.456 -1.175
O 3.182 3.859 -0.287
O 5.258 8.628 4.182
O -0.459 0.389 -2.548
O -1.123 1.241 -4.495
O 0.597 3.788 -4.920
O 4.965 6.433 4.604
O 0.022 4.628 -2.916
O 4.676 7.204 2.534
O 0.170 -0.607 -4.478
O 4.485 -0.107 -0.647
O -3.905 -8.639 -5.550
O 1.946 4.448 -2.045
O -2.425 -6.686 -1.012
N -2.539 1.831 3.773
N -2.990 1.073 4.835
N -2.237 0.759 7.121
N -1.161 2.192 5.539
C 1.302 -2.756 -0.664
C -4.936 -7.669 -5.345
C 1.929 -1.940 -1.823
C -1.130 -1.206 2.025
C 4.385 5.363 3.862
C -0.236 -7.183 -0.536
C -2.408 1.039 1.437
C 0.577 4.306 -6.257
C -4.475 -6.973 -4.080
C 1.167 3.496 -1.318
C -2.776 -1.627 7.676
C 4.646 5.780 2.428
C -0.415 0.251 -3.901
C -1.513 -7.793 -1.075
C -1.051 1.657 -2.250
C 3.168 4.531 -1.473
C -3.287 -0.178 7.540
C -2.138 1.299 5.907
C 4.170 -1.503 -0.556
C -3.203 1.851 2.464
C -1.705 -5.548 -1.041
C 4.995 7.535 3.809
C 5.850 0.177 -0.384
C -1.859 1.943 -3.495
C -1.447 2.504 4.241
C -3.316 -8.890 -4.362
C -0.633 -2.229 0.972
C 0.263 4.784 -4.076
C 3.479 -2.023 -1.828
C 0.797 -1.874 0.504
C 1.842 3.502 0.040
C -2.469 -0.498 1.657
C 0.787 5.789 -6.022
H 5.612 5.431 2.059
H -1.246 -1.680 3.018
H -3.346 2.897 2.147
H -1.535 1.031 7.795
H 6.488 -0.110 -1.243
H -0.570 -3.231 1.434
H -2.205 -1.912 6.776
H -5.007 -7.006 -6.203
H -3.640 0.163 8.528
H -4.208 1.411 2.581
H 3.548 -1.670 0.347
H 1.359 3.844 -6.853
H 1.813 2.537 0.536
H -2.872 1.535 -3.453
H 0.125 3.806 -1.291
H 3.734 -3.095 -1.927
H -0.161 -7.255 0.551
H -0.260 2.392 -2.102
H 3.887 -1.487 -2.701
H -1.357 1.368 1.388
H -1.881 -8.623 -0.478
H -1.908 3.003 -3.728
H -5.886 -8.190 -5.213
H 1.841 6.064 -5.991
H 0.663 -7.597 -0.984
H 3.319 5.313 4.097
H 1.602 -2.374 -2.784
H -2.125 -1.708 8.561
H 0.856 -0.804 0.223
H -1.422 -8.116 -2.112
H 1.240 2.526 -1.811
H -5.292 -6.635 -3.448
H 0.273 6.419 -6.742
H -0.393 4.083 -6.703
H -3.253 -0.782 2.383
H 5.954 1.259 -0.218
H -1.044 4.445 1.413
H 5.105 -2.077 -0.402
H 4.854 4.418 4.129
H -3.639 -2.296 7.805
H 0.472 -3.369 -1.050
H -4.152 -0.099 6.860
H 3.872 5.466 1.733
H 1.438 4.265 0.709
H -3.806 -6.134 -4.281
H 1.487 -2.008 1.359
H -1.657 1.588 -1.349
H -2.804 -0.928 0.696
H 6.212 -0.375 0.502
H -3.802 0.476 4.769
H -2.840 1.269 0.445
H -1.282 -2.271 0.085
H 1.606 -0.888 -1.826
H 2.055 -3.464 -0.282
H -0.324 -0.456 2.152
*
```

Results
Gap between HOMO and LUMO, eV: 7.4
Electronic energy, a.u.: -5929.41995